A molecular structure, C31H54CuN3OP2 in a non-equilibrium geometry, computed with the ωB97M-V functional and the def2-TZVPD basis.

The geometry in XYZ format:
```
92
Properties=species:S:1:pos:R:3:forces:R:3
C 1.223939 2.041394 -4.472573 0.4 0.1 -0.4
H 2.670242 -3.611561 -1.310139 -0.2 -0.2 -0.3
H 2.205751 2.340997 -4.089669 -0.2 -0.2 -0.2
C 3.354251 0.315621 1.826447 0.1 -0.3 -0.7
C -1.935683 -2.979707 1.969876 0.3 0.2 0.1
H -6.012846 0.777445 -0.211436 0.1 -0.2 0.0
H -3.155206 -2.753689 -1.209803 0.4 0.3 0.0
H -0.140805 4.423002 -3.674772 0.0 -0.4 0.1
H -0.483806 3.810043 -2.027063 0.1 0.0 -0.3
H -2.291289 -3.717515 2.701698 0.0 0.1 -0.1
H 3.870981 -0.408669 -2.647658 -0.1 0.2 0.1
H 1.031200 2.635107 -5.373006 -0.1 0.0 0.2
N -0.029173 -1.821214 -0.540825 0.8 0.4 -0.6
C 2.323722 -1.106123 -0.614273 1.0 -2.2 0.7
H 2.154814 2.817697 -1.393215 0.3 0.1 0.2
H -5.569547 -0.872768 -0.663047 0.1 0.1 0.2
H -4.621568 -3.581144 1.943583 0.0 0.1 -0.3
C -0.283702 -0.609403 5.067369 -0.2 -1.0 -1.5
H -3.990726 -2.022307 3.539471 0.0 0.2 0.0
H -1.143821 -2.401649 2.466409 -0.3 -0.3 -0.4
H 1.460592 0.284359 2.906543 0.3 -0.1 0.1
C 3.454395 0.604039 -2.591604 -0.1 0.0 0.0
H 2.388203 0.555090 -2.840372 0.4 -0.2 -0.1
H -2.489818 -1.369557 -2.096834 0.2 -0.3 0.4
H -1.501103 -4.243451 -2.331225 0.1 -0.1 0.1
H 0.636521 -0.568137 6.942501 -0.2 0.2 -0.1
H -4.023947 0.120931 -2.363278 0.1 0.2 0.2
H 4.072922 1.711788 3.318843 0.0 0.0 -0.2
C -3.560437 -1.308623 2.823860 0.0 -0.1 0.3
H -2.014450 2.227881 -3.329559 0.2 0.0 -0.2
H 5.425987 1.689425 0.028368 -0.1 -0.2 -0.2
C 0.175223 3.707311 -2.902919 0.1 0.3 0.5
H 2.836049 -0.335244 3.825585 0.0 0.0 -0.3
H -1.514924 -3.528164 1.121186 -0.1 0.0 0.1
H -1.376786 2.426825 -4.974788 0.3 0.0 0.3
H 3.738871 3.239234 -2.099452 -0.1 0.0 0.1
H -5.522276 -0.352865 1.051090 0.1 0.0 -0.3
H -2.690804 2.173213 0.487367 -0.1 -0.1 0.0
H -4.201683 1.812598 -1.853596 0.1 -0.3 0.1
H 2.069198 -1.325065 2.560684 0.1 0.1 0.0
H 0.877422 -5.149127 -2.247016 0.0 0.2 0.0
O -0.723751 1.517147 2.861138 0.1 -1.5 -2.6
C 0.420708 1.334405 -2.223638 -3.0 0.6 1.5
H 1.240019 0.983063 -4.766360 0.2 0.3 0.0
H -2.596490 1.057318 -1.832777 -0.3 -0.1 0.1
N 0.050840 0.879334 -1.210601 0.9 1.3 -3.3
H 3.964046 1.201609 -3.364706 -0.1 -0.1 0.2
P 2.448611 0.485680 0.105114 0.4 1.7 0.9
P -2.584437 -0.835394 0.279995 -0.9 -0.4 -0.4
H 4.317667 -1.579641 1.365706 0.1 0.2 0.1
H -5.099907 -2.465130 0.645998 0.2 -0.2 0.2
H 0.219954 1.035580 6.264837 -0.1 -0.3 0.0
C -0.552275 0.854596 1.925811 0.3 2.5 3.9
H 3.317144 -1.532181 -0.827587 -0.5 0.0 -0.3
H 5.701666 1.640380 -1.716916 0.0 -0.1 0.2
H -1.066808 -0.020463 6.917764 0.3 0.0 -0.2
C -3.660134 1.703099 0.698010 0.0 0.0 0.0
H -4.442510 2.445239 0.474533 0.2 -0.2 0.1
C -3.663907 0.872828 -1.648864 0.1 0.0 0.1
C 0.626029 -4.176017 -1.829392 0.1 -0.1 0.0
H -2.689083 -0.855725 3.312221 -0.2 0.0 -0.2
H 1.187506 3.985598 -2.592744 -0.3 0.1 -0.1
C 3.239186 2.733780 -1.261239 0.1 0.0 -0.2
H 4.967607 -0.714535 2.781599 0.0 -0.1 -0.2
C -0.113599 -0.005784 6.371252 0.0 0.3 0.5
C -5.321201 -0.048804 0.016465 -0.4 0.4 -0.2
C -2.387846 -1.963948 -1.167281 0.0 0.0 -0.2
C 1.296637 -2.068368 -0.792167 -0.5 -0.9 -0.1
C 4.581323 -0.588758 1.758440 0.3 0.1 0.3
H 5.489542 0.119067 -0.842410 -0.1 0.2 0.0
C -4.252616 -3.010535 1.076684 -0.3 -0.1 0.2
H -4.306679 -0.528695 2.625776 0.2 -0.3 0.1
C 5.151344 1.161019 -0.891847 0.2 0.2 -0.3
H 3.524405 3.257406 -0.339301 -0.2 -0.1 -0.2
C 3.659900 1.750506 2.299912 0.0 -0.1 -0.1
C -3.127153 -2.094988 1.579559 -0.3 0.5 -0.3
C -1.210223 1.926528 -4.009798 -0.5 -0.4 0.2
H 4.375547 2.286119 1.662444 -0.2 -0.2 0.2
Cu -0.476383 -0.065848 0.407588 -0.4 -0.4 -0.5
N -0.413052 -1.123917 4.035408 0.3 0.8 1.8
C -3.890053 0.458324 -0.186694 -0.2 -0.4 0.3
C 0.154454 2.267747 -3.419534 0.8 -0.2 -0.2
C 3.664682 1.264359 -1.224716 0.0 -0.4 0.9
C -0.692469 -3.724388 -1.831930 0.3 0.1 0.2
H -1.285404 0.844414 -4.174108 -0.1 0.2 -0.1
C -0.974741 -2.547359 -1.140783 -0.2 0.4 -0.1
H -3.892099 -3.741426 0.341152 -0.1 0.2 0.2
H 2.732529 2.342149 2.338925 0.2 -0.1 0.0
H -3.705746 1.473801 1.770557 0.0 0.0 -0.2
C 2.373724 -0.306745 2.826389 -0.3 0.1 -0.2
H 5.393278 -0.178819 1.154518 -0.2 -0.1 0.2
C 1.614368 -3.351667 -1.325153 0.4 0.5 0.1
```
Positions in Å, forces in eV/Å.

Output
- Orbital gap (alpha / beta): 7.791 / 5.617 eV
- Charge: +1
- Spin multiplicity: 2
- Relative energy (zero: lowest compared OMol25 entry of this formula, charge and spin): 0.0000 eV
- <S²>: 0.79
- Strongest force on any atom: 0.0906 hartree/bohr
- HOMO (alpha / beta): -9.690 / -9.692 eV